1.
11
Properties=species:S:1:pos:R:3:mulliken_charge:R:1 method="wB97M-V/def2-TZVPD" homo_energy_ev="-7.88 / -7.87" energy_ev=-7657.640 charge=0 homo_lumo_gap_ev="7.179 / 7.175" mol_weight_da=83.09 relative_energy_kj_mol=464.63
N 2.08814 -0.12715 -0.36718 -0.66
C 0.84060 -0.34345 -0.57005 0.58
C -0.04067 0.81667 -0.86365 -0.03
N -1.08835 0.59841 -0.15660 -0.01
C -0.85589 -0.67559 0.57092 -0.59
N 0.06930 -1.36520 -0.09522 -0.52
H 2.42683 -0.96073 0.12653 0.29
H 0.00535 0.25033 1.67424 0.14
H 0.21734 1.78702 -1.26278 0.37
H -1.89113 1.18547 0.01319 0.17
H -1.77152 -1.16580 0.93060 0.25


2.
45
Properties=species:S:1:pos:R:3:mulliken_charge:R:1 method="wB97M-V/def2-TZVPD" homo_energy_ev="-11.29 / -11.55" energy_ev=-31973.484 charge=+1 homo_lumo_gap_ev="6.694 / 6.595" mol_weight_da=434.47 spin_multiplicity=2 relative_energy_kj_mol=600.90
Ru -0.35941 -1.17153 0.93736 1.41
C 2.14896 -1.81045 3.11159 -0.43
C 0.85195 -1.64193 3.60906 -0.88
C -0.06658 -2.36814 2.77394 0.07
C 0.69276 -2.98538 1.74504 0.07
C 2.07945 -2.60296 1.97728 -1.01
H 3.04316 -1.36261 3.51435 0.49
H 0.56300 -1.04509 4.46072 0.44
H -1.06592 -2.64586 3.08211 0.57
H 0.40968 -3.82918 1.13800 0.45
H 2.91003 -2.90873 1.35935 0.47
C -1.11998 1.44884 -0.65431 -0.54
N -1.44643 0.05474 -0.44622 -0.21
C -2.45615 -0.52163 -1.01392 0.17
C -2.68457 -1.87107 -0.68255 -0.29
C -3.62804 -2.82339 -1.03139 -0.73
C -3.30942 -3.98153 -0.30675 -0.84
C -2.19475 -3.68579 0.45755 -0.25
N -1.80120 -2.40255 0.24842 -0.09
C 0.28908 1.62309 -1.19504 1.34
C 2.00238 2.10379 -0.06627 -0.03
C 3.11837 2.37838 -1.04699 -0.99
C 2.96329 2.33060 -2.37289 -0.34
C 1.75099 1.97933 -3.14641 -0.38
C 0.55321 1.63807 -2.66704 -1.22
H -1.84154 2.41100 1.04516 0.38
H -1.85276 1.91297 -1.32639 0.61
H -3.09782 0.02652 -1.69926 0.43
H -4.44283 -2.68828 -1.72448 0.45
H -3.82971 -4.92408 -0.32338 0.46
H -1.68465 -4.33222 1.15374 0.44
H 2.26322 2.26606 0.97628 0.55
H 4.08937 2.63013 -0.64010 0.42
H 3.83222 2.55833 -2.97746 0.41
H 1.87788 1.98522 -4.22175 0.43
H -0.24795 1.36339 -3.34331 0.46
N -0.89082 4.33580 0.04304 -0.63
N -0.11262 3.22978 0.49696 -0.10
N 0.80651 2.85362 -0.52264 -0.30
C 1.35491 0.73643 -0.43229 -0.32
N 0.82833 -0.05799 0.59339 -0.75
N -0.96851 2.08406 0.64780 -0.33
H -0.74929 4.46289 -0.95576 0.25
H -0.52404 5.15588 0.50969 0.30
H 1.94626 0.09147 -1.08424 0.62


3.
24
Properties=species:S:1:pos:R:3:mulliken_charge:R:1 method="wB97M-V/def2-TZVPD" smiles="C=CC.O.O.O.O.O" homo_energy_ev=-9.49 energy_ev=-13604.794 charge=0 homo_lumo_gap_ev=9.685 mol_weight_da=132.16 relative_energy_kj_mol=358.48
C -0.25109 -0.22114 -0.92166 -1.01
C -1.01615 0.72105 -1.67186 0.15
C -1.36300 2.12548 -1.33759 -1.14
H 0.12928 -1.07870 -1.14542 0.70
H 0.22943 0.10068 -0.02752 0.07
H -1.55497 0.32841 -2.62699 0.22
H -0.44599 2.63040 -1.64230 0.30
H -2.23642 2.41494 -2.00195 0.30
H -1.63788 2.48410 -0.42735 0.44
O 3.69156 0.03471 -0.38653 -0.65
H 3.12519 -0.52487 -0.99068 0.30
H 3.03415 -0.09276 0.37385 0.34
O -3.04829 -0.66489 0.78743 -0.69
H -2.30422 -0.82067 1.43032 0.33
H -3.03097 0.27728 0.66141 0.31
O -2.08030 -2.94733 0.01871 -0.62
H -1.33125 -3.02705 -0.55362 0.32
H -2.32724 -2.09451 -0.12380 0.36
O 1.77853 1.37383 1.51862 -0.51
H 1.15744 1.97298 1.17973 0.26
H 2.29544 1.60598 2.16899 0.23
O 2.55380 -1.21888 1.63121 -0.53
H 2.52734 -2.16819 1.61613 0.26
H 2.10563 -1.21083 2.47088 0.26


4.
190
Properties=species:S:1:pos:R:3:mulliken_charge:R:1 method="wB97M-V/def2-TZVPD" homo_energy_ev=-10.85 energy_ev=-177050.776 charge=0 homo_lumo_gap_ev=11.133 mol_weight_da=1673.18 relative_energy_kj_mol=0.00
C -4.41772 1.43891 -2.78824 0.71
C -3.66872 1.36691 -4.15191 0.08
O -3.76651 -0.08210 -4.48675 -0.39
C -4.48475 -0.71055 -3.55296 0.40
O -4.77009 -1.88797 -3.54089 -0.63
O -4.87988 0.09345 -2.57045 -0.17
H -5.34458 2.01217 -2.92449 0.51
H -3.86703 1.76749 -1.93253 -1.09
H -2.65967 1.69552 -4.23548 -0.12
H -4.30978 1.80104 -4.93226 0.48
C -5.86114 -1.06304 -0.03167 -0.15
C -4.45063 -1.60707 -0.27276 1.99
O -4.27185 -2.47475 0.93970 0.08
C -5.51961 -2.81805 1.39533 0.32
O -5.63165 -3.64200 2.23532 -0.56
O -6.47478 -2.08670 0.81227 -0.41
H -6.48673 -1.01436 -0.93509 0.28
H -5.94569 -0.14950 0.56611 0.15
H -3.73094 -0.80164 -0.19676 -0.91
H -4.28106 -2.18212 -1.18760 -0.90
C 1.51369 1.11158 4.15174 -0.49
C 1.84534 2.02262 2.98645 0.91
O 1.50587 3.27722 3.55921 -0.38
C 0.53097 3.16816 4.45728 0.36
O -0.12398 4.05187 4.92192 -0.61
O 0.37898 1.84674 4.83063 -0.22
H 2.33447 1.11490 4.84914 0.42
H 1.16594 0.09484 4.03557 0.41
H 1.22172 1.73048 2.13076 -1.08
H 2.89708 2.08637 2.79156 0.12
C 1.85304 0.31503 -6.66875 -0.34
C 0.92903 0.45928 -5.46933 1.31
O 1.16553 1.84184 -5.12318 0.07
C 1.89055 2.52611 -6.08496 0.32
O 2.22879 3.68149 -6.02158 -0.54
O 2.07561 1.68269 -7.11302 -0.42
H 1.43379 -0.26454 -7.56545 0.24
H 2.81339 -0.02534 -6.33494 0.33
H 1.26473 -0.18696 -4.67577 -1.08
H -0.16165 0.37414 -5.57582 0.21
C 1.57511 5.73986 -1.26002 0.70
C 2.47190 5.89344 -2.44864 0.72
O 2.06604 7.14206 -3.00604 -0.41
C 0.77776 7.24072 -2.78861 0.56
O -0.00925 7.95271 -3.40674 -0.70
O 0.43937 6.51212 -1.72324 -0.27
H 1.85379 6.09537 -0.26848 0.15
H 1.15228 4.70669 -1.33026 -0.46
H 2.23940 5.07925 -3.15016 -0.29
H 3.53911 5.95398 -2.22757 -0.02
C -2.96799 1.48706 4.88260 -0.43
C -2.30702 0.09587 4.80380 -0.23
O -1.58709 0.11509 3.53112 0.33
C -1.74441 1.28811 2.94348 -0.29
O -1.30056 1.55338 1.86978 0.04
O -2.58255 2.11694 3.62392 -0.33
H -2.63512 2.07155 5.74077 0.01
H -4.06440 1.48987 4.91618 0.39
H -3.02953 -0.71410 4.63714 0.62
H -1.60057 -0.03941 5.63946 -0.02
C 2.34976 -3.65968 -0.57158 0.46
C 3.28796 -2.55162 -1.05837 0.97
O 4.27080 -2.46523 -0.03469 -0.40
C 3.90679 -3.19164 1.03425 0.59
O 4.51122 -3.23928 2.04957 -0.58
O 2.69309 -3.79744 0.79936 -0.48
H 2.52438 -4.65537 -1.03733 0.45
H 1.27652 -3.42083 -0.57827 -0.52
H 2.72477 -1.65207 -1.03854 -0.91
H 3.72618 -2.66378 -2.07060 0.45
C 6.78008 4.32023 1.86815 -0.10
C 5.79118 5.13562 2.63428 -0.19
O 4.93856 5.68464 1.60453 -0.40
C 5.07664 4.95943 0.49088 0.72
O 4.52497 5.24787 -0.54966 -0.59
O 5.95098 3.98721 0.71013 -0.31
H 6.97679 3.44464 2.42612 0.05
H 7.66254 4.83558 1.56045 0.30
H 6.15229 6.00546 3.20669 0.34
H 5.28440 4.55545 3.39393 0.09
C -2.78289 6.66052 -4.32963 -0.29
C -1.46399 6.34699 -5.01662 -0.62
O -0.89591 5.37362 -4.12552 -0.09
C -1.90691 4.67314 -3.56128 -0.21
O -1.79710 3.52516 -3.21290 0.20
O -3.04583 5.33736 -3.69191 -0.33
H -3.61067 6.81844 -5.03947 0.31
H -2.70916 7.41383 -3.51663 0.24
H -0.79121 7.16730 -5.07170 0.44
H -1.63537 5.86703 -5.95469 0.29
C -3.40586 -5.81847 3.06384 0.50
C -4.25104 -6.69579 2.12694 0.46
O -3.77560 -8.01927 2.38364 -0.39
C -2.54967 -7.94151 2.99886 0.63
O -1.79741 -8.88000 3.15472 -0.60
O -2.25721 -6.66772 3.27053 -0.34
H -3.87257 -5.67244 4.06169 0.30
H -3.13327 -4.88098 2.58800 -0.34
H -4.27942 -6.46042 1.04058 -0.50
H -5.30910 -6.62087 2.41066 0.37
C 5.33512 2.34566 -2.09313 -0.70
C 4.31913 3.05497 -3.01600 -0.33
O 3.02997 2.91242 -2.36536 0.24
C 3.19946 2.51358 -1.11698 -0.01
O 2.35574 2.34656 -0.28068 0.27
O 4.48570 2.16807 -0.86812 -0.34
H 6.21743 2.89426 -1.84644 0.28
H 5.50953 1.34333 -2.51711 0.33
H 4.29051 2.53553 -4.00362 0.29
H 4.54176 4.09578 -3.12838 0.26
C -1.34553 -2.06254 0.95870 1.14
C -1.13260 -2.44359 2.39519 -0.05
O 0.20089 -1.93939 2.66216 -0.50
C 0.78894 -1.48171 1.49390 0.10
O 1.91948 -1.05778 1.49993 -0.62
O -0.00660 -1.58996 0.44832 0.55
H -2.00207 -1.23527 0.79724 -0.32
H -1.63526 -2.95279 0.39565 -0.15
H -1.04701 -3.53054 2.50059 -0.05
H -1.80692 -1.97771 3.09588 -0.19
C -0.30762 2.42400 7.85052 0.14
C 1.16209 2.57903 7.86931 -0.25
O 1.65443 1.24924 7.67734 -0.38
C 0.65917 0.40021 7.45065 0.82
O 0.77474 -0.72345 7.02643 -0.55
O -0.46214 1.00664 7.84257 -0.38
H -0.99858 2.83836 7.04991 -0.12
H -0.67781 2.85299 8.77779 0.39
H 1.44959 2.88180 8.86060 0.40
H 1.45362 3.26330 7.11958 0.13
C 5.01948 0.13682 2.41830 0.98
C 5.75804 -0.86820 3.31258 -0.52
O 6.46382 -0.07129 4.32070 -0.38
C 6.19520 1.22002 4.11189 0.48
O 6.67010 2.09593 4.79074 -0.59
O 5.29919 1.46098 3.08641 -0.25
H 3.89445 0.05071 2.44296 -0.69
H 5.34215 0.15775 1.35971 0.11
H 6.39342 -1.39432 2.61600 0.41
H 5.07554 -1.54033 3.76711 0.37
C 0.84085 -7.83241 2.15324 -0.45
C 0.26315 -8.33702 0.79695 -0.41
O -0.34080 -7.13283 0.20532 -0.36
C -0.27254 -6.11523 1.08681 0.28
O -0.75027 -5.04130 0.86323 0.03
O 0.52828 -6.43808 2.10589 -0.42
H 1.87351 -8.02325 2.31807 0.42
H 0.29277 -8.18154 2.96803 0.28
H -0.53006 -9.13275 1.03026 0.24
H 1.10098 -8.71705 0.16952 0.33
C -1.89444 4.10995 0.26767 0.40
C -2.66456 4.51591 1.50319 -0.27
O -3.88401 3.84314 1.32214 -0.42
C -3.81418 2.84869 0.41045 0.12
O -4.65543 1.98645 0.31782 -0.52
O -2.62942 2.93663 -0.18987 0.63
H -0.82655 3.81150 0.38514 -0.54
H -1.93242 4.81686 -0.55613 0.39
H -2.85874 5.59151 1.47772 0.48
H -2.17865 4.34281 2.43821 0.03
C -0.61573 -3.68304 -5.00223 -0.09
C -0.07218 -4.11605 -3.63965 0.44
O 1.26683 -3.62090 -3.67032 -0.29
C 1.50188 -2.95817 -4.72502 0.62
O 2.55218 -2.42746 -5.04639 -0.65
O 0.40302 -2.80555 -5.46889 -0.39
H -1.62728 -3.20786 -4.97446 0.08
H -0.61957 -4.56700 -5.70754 0.29
H -0.00361 -5.20643 -3.58844 0.64
H -0.60771 -3.70718 -2.85257 -0.61
C -4.50747 -6.04043 -2.15496 0.04
C -3.57115 -4.81569 -2.34299 0.66
O -2.71300 -5.30550 -3.38396 0.00
C -2.99646 -6.54319 -3.84961 0.47
O -2.36602 -7.08310 -4.71305 -0.58
O -4.02122 -6.99210 -3.13063 -0.43
H -5.51663 -5.90190 -2.40817 0.39
H -4.28415 -6.47995 -1.19162 0.02
H -2.83931 -4.60101 -1.57172 -0.36
H -4.19368 -3.94108 -2.65124 -0.30
C 0.96783 0.36088 -1.96362 0.48
C -0.24306 1.24384 -1.59249 1.44
O -1.32495 0.38953 -1.76782 0.63
C -0.95851 -0.73415 -2.33159 -0.46
O -1.75043 -1.56064 -2.58378 0.11
O 0.35341 -0.80035 -2.53383 0.18
H 1.57134 0.01340 -1.13771 -0.96
H 1.67461 0.76169 -2.75798 0.30
H -0.33625 2.13871 -2.19635 -0.64
H -0.19281 1.62981 -0.58511 -0.87